[1]
Molecular formula: C15H16N2O3S
Method: DFT, wB97M-V/def2-TZVPD

Element x y z (Å)
C: -1.83539 -4.04884 1.50947
C: -1.02503 -3.23025 0.86734
C: -1.24907 -2.78243 -0.54614
N: -1.50323 -1.34897 -0.59733
C: -2.76576 -0.87021 -0.74650
O: -3.75109 -1.55658 -0.87307
C: -2.80057 0.64999 -0.73926
C: -3.75128 1.14788 0.34663
C: -3.99063 2.64062 0.29364
O: -4.11790 3.34284 1.25688
O: -4.07314 3.10348 -0.95784
S: -1.09429 1.21647 -0.47758
C: -0.45961 -0.45978 -0.47194
N: 0.72713 -0.86151 -0.42148
C: 1.87064 -0.10218 -0.26485
C: 3.02599 -0.55503 -0.90239
C: 4.21253 0.13302 -0.76099
C: 4.28970 1.27291 0.03257
C: 5.58865 1.99912 0.20487
C: 3.14088 1.70333 0.68469
C: 1.94215 1.03320 0.54070
H: -1.65103 -4.35061 2.52619
H: -2.71577 -4.45596 1.03985
H: -0.14635 -2.81530 1.34120
H: -0.35909 -2.97980 -1.14972
H: -2.12603 -3.27188 -0.97522
H: -3.13877 1.01035 -1.71499
H: -4.71480 0.64712 0.20655
H: -3.37546 0.89737 1.34052
H: -4.23789 4.05955 -0.95392
H: 2.96852 -1.43875 -1.51924
H: 5.09755 -0.22056 -1.27074
H: 5.41918 3.04768 0.43792
H: 6.15632 1.55848 1.02545
H: 6.19391 1.92980 -0.69618
H: 3.18358 2.58005 1.31521
H: 1.06547 1.37537 1.06967

Cartesian forces, eV/Å:
C 0.0 -0.1 0.1
C 0.1 0.1 -0.2
C 0.0 -0.3 -0.1
N 0.0 -0.6 0.0
C -0.2 0.3 -0.1
O -0.1 0.0 0.0
C 0.0 0.2 0.0
C 0.0 0.0 -0.1
C 0.0 -0.1 0.5
O 0.0 0.1 0.1
O 0.0 0.0 -0.7
S 0.1 -0.2 0.0
C 0.1 0.9 -0.1
N -0.5 -0.8 0.0
C 0.4 0.4 0.1
C -0.1 0.1 0.0
C 0.0 0.1 0.0
C 0.0 0.0 0.0
C 0.0 -0.1 0.1
C 0.2 0.0 -0.1
C -0.1 -0.2 -0.1
H 0.1 0.0 0.2
H -0.2 -0.1 -0.1
H 0.1 0.0 0.1
H -0.2 0.0 0.0
H 0.2 0.1 0.0
H 0.0 -0.2 0.1
H 0.0 0.0 0.0
H -0.1 0.1 -0.1
H 0.0 -0.1 0.3
H 0.0 -0.1 0.0
H 0.1 0.0 -0.1
H 0.1 0.1 0.0
H 0.1 0.0 0.0
H 0.1 0.0 0.0
H 0.0 0.1 0.1
H -0.1 0.0 0.1

Computed properties:
**SMILES**: C=CCN1C(=O)[C@@H](CC(=O)O)S/C1=N\c1ccc(C)cc1
**Total charge**: 0
**HOMO energy**: -0.303 hartree
**Multiplicity**: 1
**Energy**: -35773.349 eV
**ΔE to the lowest compared entry with this formula, charge and spin**: 0.8386 eV

These are the natural (NBO) partial charges, in e, on atoms 1 to 8: -0.37 -0.19 -0.26 -0.44 0.70 -0.58 -0.43 -0.52

---

[2]
Molecular formula: C15H16N2O6S2
Method: DFT, wB97M-V/def2-TZVPD

Element x y z (Å)
C: -3.54436 -1.29573 -1.70122
C: -2.71017 -1.24290 -0.45350
C: -2.84225 -2.45177 0.28139
H: -2.62854 -3.40582 -0.34346
H: -2.36418 -2.71291 1.05516
H: -4.09736 -2.77747 0.64057
C: -3.41503 -0.15442 0.59244
N: -2.40810 1.06121 0.09894
C: -1.60416 1.67254 1.03289
O: -1.65024 1.87860 2.27127
C: -0.48224 1.94527 0.09934
N: 0.72526 1.27601 0.35022
C: 2.03257 1.50492 -0.09752
O: 2.12023 2.79911 -0.57705
C: 3.19901 0.82028 0.33005
C: 2.84705 -0.66312 0.45536
C: 3.08391 -1.69581 1.39356
S: 2.57159 -3.17468 0.93652
C: 2.34990 -2.46091 -0.79560
C: 2.42306 -1.18986 -0.75169
H: 2.24212 -0.69407 -1.86923
H: 1.77616 -3.17035 -1.30891
H: 3.37574 -1.24380 2.40084
C: 4.37247 1.24800 -0.19743
O: 5.48003 1.72353 -0.14958
O: 4.30667 1.06615 -1.68470
H: 5.01522 1.13041 -2.18336
H: 3.47433 1.24570 1.46811
H: 0.73930 0.24721 1.02884
H: -0.20476 2.70679 -0.24888
C: -1.35902 0.98991 -0.83916
H: -1.65500 1.21290 -1.91360
S: -1.02990 -0.87912 -0.78831
C: -4.78126 0.24438 0.07112
O: -5.75630 -0.30254 0.46923
O: -4.77705 1.66894 -0.62148
H: -5.71420 1.72155 -1.00480
H: -3.31639 -0.29064 1.75269
H: -3.56809 -0.29655 -2.28891
H: -4.75436 -1.43700 -1.53799
H: -3.05417 -2.12982 -2.25643

Cartesian forces, eV/Å:
C -2.6 0.9 -1.7
C -3.0 2.4 1.9
C -7.2 -5.9 -4.5
H -0.3 1.5 0.3
H 4.1 -0.5 6.3
H 3.6 1.5 -1.2
C 4.2 3.0 -3.0
N -2.3 0.0 4.4
C -0.6 1.4 4.9
O -0.5 -1.0 -3.7
C -2.5 -12.7 1.7
N 4.7 -7.1 4.2
C -5.3 11.7 -1.7
O 0.5 -6.6 1.4
C -1.9 -2.2 8.8
C 2.1 -0.5 0.2
C 0.1 5.9 1.9
S 0.1 -0.4 -2.5
C -1.1 -5.9 3.4
C -0.4 3.5 -5.3
H 0.5 -0.5 3.5
H -0.2 -0.5 -1.6
H -0.2 -1.7 -1.1
C 8.3 1.9 -11.6
O -0.5 0.2 6.0
O -9.8 -2.5 3.6
H 6.0 0.9 -2.6
H -1.5 -0.9 -2.1
H -0.7 4.0 -2.8
H 2.8 12.0 -5.0
C -0.7 -1.4 -2.8
H 0.6 0.2 1.4
S 1.6 1.0 -0.1
C -0.1 3.5 1.4
O -0.2 0.3 -1.2
O -2.0 -4.2 0.5
H 1.7 -0.1 0.9
H -0.2 0.2 -2.5
H 0.6 -1.7 0.8
H 3.2 -0.4 -0.2
H -1.0 0.7 -0.3

Computed properties:
**Total charge**: 0
**HOMO energy**: -0.343 hartree
**Multiplicity**: 1
**Energy**: -52738.011 eV

These are the natural (NBO) partial charges, in e, on atoms 1 to 8: -0.65 -0.24 -0.58 0.21 0.21 0.21 -0.14 -0.42

---

[3]
Molecular formula: C15H16N4O2S3
Method: DFT, wB97M-V/def2-TZVPD

Element x y z (Å)
C: -5.72691 0.00153 -0.36495
C: -4.18820 -0.25374 -0.01610
O: -3.49288 0.44328 -0.93256
C: -2.27346 0.74678 -0.40647
C: -1.74460 1.83948 -0.88026
C: -0.35428 2.32791 -0.98571
C: 0.41476 1.53755 -0.14509
C: 1.84399 1.68150 0.19456
N: 2.77191 0.99374 0.61937
C: 3.94272 1.28575 0.73754
C: 4.91501 0.31341 1.27554
S: 5.29544 -1.16555 -0.23767
C: 3.67714 -1.34811 -0.48767
N: 2.84428 -2.11575 0.54636
N: 1.70834 -2.35613 0.14156
C: 1.41035 -1.82919 -1.18924
N: 0.17710 -2.15598 -1.86867
S: 2.73031 -1.27893 -1.97188
C: 4.15865 2.42134 -0.10324
S: 2.61333 3.22349 -0.39531
C: -0.04923 0.34376 0.55919
C: -1.46301 0.21913 0.37838
O: -2.04383 -1.03432 0.77760
C: -1.15784 -2.04040 1.71403
H: -6.05381 1.05671 -0.00051
H: -6.46541 -0.60496 0.12188
H: -5.99791 -0.07286 -1.41687
H: -4.06621 0.06477 1.02758
H: -4.00803 -1.32180 -0.21424
H: -2.27199 2.57449 -1.84072
H: 0.12144 3.38102 -1.31108
H: 5.94500 0.88737 1.05088
H: 4.69639 -0.26300 1.95687
H: 0.02726 -1.53564 -2.53303
H: -0.58720 -2.48927 -1.16162
H: 5.13561 3.02662 -0.13933
H: 0.59611 -0.36658 1.24136
H: -1.80110 -2.59658 2.16620
H: -0.95581 -1.25863 2.57138
H: -0.32346 -2.28219 1.52193

Cartesian forces, eV/Å:
C 0.1 2.3 0.9
C -6.0 -2.3 0.2
O 2.2 1.0 0.1
C -5.0 4.7 -5.8
C 2.6 9.8 -8.5
C -0.9 -0.2 2.7
C 2.2 -3.4 2.7
C -0.7 5.0 -3.0
N -9.3 -6.7 2.8
C 7.5 2.8 -2.4
C 5.8 7.2 -10.7
S 0.8 2.2 1.7
C -4.1 -4.0 1.6
N 5.2 2.9 -2.8
N -4.3 1.0 -3.7
C -2.1 -3.5 2.0
N 1.9 -3.8 7.0
S 1.9 1.2 1.0
C 1.7 2.2 2.1
S 1.7 -1.4 -0.2
C -1.8 2.3 -0.6
C 6.3 -10.7 7.1
O 3.2 -2.5 1.9
C -8.8 12.3 2.5
H 0.8 -1.4 -0.8
H 0.1 -0.9 0.6
H 0.6 0.1 -0.2
H 0.3 -0.3 -0.4
H -0.1 0.3 0.9
H 0.4 -2.6 3.3
H -1.8 -2.7 0.2
H -1.9 -1.8 1.9
H -1.9 -5.4 7.3
H -1.9 3.4 -3.6
H 1.8 1.3 -2.2
H -1.7 -1.0 -0.2
H -1.5 1.9 -1.8
H -4.0 -4.1 1.8
H -0.2 -1.4 -1.2
H 10.9 -3.9 -4.2

Computed properties:
**SMILES**: CCOc1ccc(-c2nc(CSc3nnc(N)s3)cs2)cc1OC
**Total charge**: 0
**HOMO energy**: -0.267 hartree
**Multiplicity**: 1
**Energy**: -58361.790 eV
**ΔE to the lowest compared entry with this formula, charge and spin**: 14.3757 eV

These are the natural (NBO) partial charges, in e, on atoms 1 to 8: -0.64 -0.05 -0.45 0.12 -0.11 -0.25 -0.10 0.16

---

[4]
Molecular formula: C15H16NO5S
Method: DFT, wB97M-V/def2-TZVPD

Element x y z (Å)
O: 2.96299 0.77225 -2.65036
C: 2.71760 -0.15439 -1.91617
C: 2.93446 -0.08075 -0.41240
C: 1.53170 0.01252 0.27003
C: 1.11790 -1.21303 1.03410
C: 0.08496 -1.17094 1.90039
S: -0.95186 0.20953 2.26276
C: 0.04564 -2.57950 2.48127
O: -0.33332 -2.92996 3.55980
O: 0.63526 -3.38143 1.50666
C: 1.68872 -2.59605 1.01111
O: 2.76727 -3.02140 0.70592
N: 2.15140 -1.37639 -2.42029
C: 0.75835 -1.30424 -2.68428
C: -0.13016 -2.07227 -1.97040
C: -1.47230 -2.01343 -2.19761
C: -1.96764 -1.15617 -3.14361
C: -1.09457 -0.38707 -3.86085
C: 0.24932 -0.47603 -3.64527
H: 3.45113 0.85704 -0.21948
H: 3.51227 -0.91770 -0.02257
H: 1.59788 0.82140 1.00564
H: 0.75528 0.33922 -0.42474
H: -1.13322 0.65139 1.00133
H: 2.36251 -2.14475 -1.79390
H: 0.24232 -2.75536 -1.21460
H: -2.13587 -2.64121 -1.61771
H: -3.03583 -1.10588 -3.30504
H: -1.48259 0.27689 -4.62195
H: 0.93404 0.12712 -4.22734
C: -2.76306 4.54686 3.31228
C: -1.91928 3.27455 3.07488
O: -2.48297 2.50708 2.11889
H: -3.77350 4.29414 3.64278
H: -2.30563 5.17698 4.09368
H: -2.83346 5.14912 2.40310
H: -1.80470 2.81091 4.09065
H: -0.88105 3.65096 2.87329

Cartesian forces, eV/Å:
O -0.4 -0.3 0.2
C 0.6 -0.1 -0.2
C -0.6 0.4 -0.4
C 1.2 -0.3 0.5
C -0.1 0.8 -0.5
C 0.4 -0.7 -0.4
S -0.5 0.0 0.4
C -1.1 1.6 0.7
O 0.2 -0.4 -1.2
O 1.3 -1.3 1.1
C -0.7 1.1 -0.3
O -0.8 -0.1 -0.1
N 0.3 0.4 0.6
C 0.3 -0.3 0.0
C 0.7 -1.0 0.9
C -0.7 -0.5 0.4
C -1.0 -0.1 0.0
C -0.7 0.5 -0.7
C 1.1 1.0 -0.8
H 0.2 -0.1 -0.1
H 0.0 0.0 -0.1
H -0.2 0.0 0.0
H 0.0 -0.2 -0.1
H 0.3 -0.1 0.2
H -0.1 0.1 0.1
H 0.0 0.0 0.0
H 0.0 0.0 0.0
H 0.0 0.1 -0.1
H 0.1 0.1 0.0
H 0.0 0.0 0.0
C 0.3 0.3 0.5
C -0.6 0.7 0.0
O 0.8 -0.8 0.0
H 0.0 -0.1 -0.1
H 0.0 0.0 0.0
H 0.0 -0.1 -0.1
H -0.1 -0.3 -0.1
H 0.1 -0.1 -0.3

Computed properties:
**Total charge**: -1
**HOMO energy**: -0.120 hartree
**Multiplicity**: 1
**Energy**: -38377.042 eV
**ΔE to the lowest compared entry with this formula, charge and spin**: 0.0000 eV

These are the natural (NBO) partial charges, in e, on atoms 1 to 8: -0.55 0.72 -0.52 -0.44 -0.17 -0.22 0.17 0.77